Record 1
Here is a 7-piece molecular cluster, C29H32FI2N9O4S overall from the Open Molecules 2025 dataset. Energies are from wB97M-V/def2-TZVPD.

The geometry in XYZ format:
```
78
Properties=species:S:1:pos:R:3:forces:R:3:lowdin_charge:R:1
I -3.139 3.009 2.021 0.127 0.045 -0.187 0.98
I 0.165 0.266 4.560 -0.135 -0.031 -0.126 0.95
S 2.431 2.738 0.049 0.273 0.144 -0.019 0.86
F -2.704 -2.479 1.701 0.019 -0.007 0.070 -0.02
O 1.189 -4.640 0.015 -0.472 0.717 -0.679 0.20
O 5.336 1.514 0.024 -0.034 -0.295 -0.165 -0.04
O 5.521 1.885 2.204 0.075 0.284 0.096 0.09
O 2.879 -1.766 -2.448 0.172 0.137 0.027 0.05
N -6.196 -6.987 -4.186 -0.035 0.015 0.023 0.12
N 2.995 2.611 -4.065 -0.133 0.081 -0.190 0.16
N 0.047 1.325 1.118 0.040 -0.022 -0.229 0.18
N -0.817 -1.269 0.497 0.348 0.289 -0.073 0.23
N -1.863 5.719 5.791 -0.065 0.035 -0.013 0.14
N -2.817 -0.327 -5.701 0.003 -0.058 -0.068 0.13
N -2.726 -5.362 -8.120 0.015 -0.007 0.004 0.13
N 0.559 -2.796 -1.365 0.333 -0.015 0.383 0.18
N 0.432 1.813 7.695 -0.007 0.156 0.159 0.13
C 2.157 -0.984 -1.575 -0.016 0.022 0.059 -0.20
C -0.190 5.321 7.741 0.181 -0.060 0.238 -0.07
C 0.746 1.251 8.644 -0.009 -0.041 -0.048 -0.25
C 1.021 -1.489 -1.006 -0.141 -0.205 -0.259 -0.13
C -5.219 -7.012 -4.788 0.008 -0.020 0.014 -0.29
C -2.632 -1.140 2.070 0.260 -0.288 -0.323 -0.31
C -2.423 -0.894 -4.785 -0.009 0.037 0.024 -0.27
C -3.968 -0.486 1.747 -0.074 0.115 0.671 -0.04
C -1.130 5.544 6.655 0.019 0.060 -0.035 -0.27
C 1.144 0.520 9.836 0.084 -0.142 0.224 -0.06
C -1.682 1.655 2.675 0.102 -0.312 0.503 -0.73
C 0.744 0.566 0.238 -0.090 0.088 0.026 -0.21
C 4.411 4.271 -5.482 0.156 0.181 -0.142 -0.06
C -2.839 -2.767 -8.272 -0.043 0.334 -0.023 -0.07
C 2.650 0.312 -1.245 -0.218 -0.004 -0.150 -0.16
C 3.938 0.752 -1.878 0.373 -0.384 0.900 -0.15
C 5.119 0.479 -0.943 0.185 -0.065 -0.220 -0.16
C -3.982 -7.043 -5.553 0.204 -0.047 -0.140 -0.09
C 0.288 -0.722 -0.075 0.107 -0.142 -0.195 -0.14
C -1.871 2.481 5.058 0.661 -0.223 0.198 -0.20
C 3.619 3.343 -4.690 -0.030 -0.007 0.005 -0.25
C -2.776 -4.217 -8.188 0.002 -0.005 -0.021 -0.26
C -1.438 -0.528 1.358 -0.570 -0.152 0.241 -0.18
C 1.927 1.082 -0.364 -0.086 0.213 -0.088 -0.44
C 0.877 -3.724 -0.637 0.293 -0.705 0.413 -0.26
C -1.332 1.629 3.957 -0.197 0.138 -0.159 -0.76
C 5.166 1.186 1.307 -0.029 0.084 0.493 -0.39
C -1.924 -1.608 -3.620 0.118 -0.150 0.287 -0.07
C -1.007 0.800 1.666 -0.041 0.290 -0.191 -0.37
H 6.036 0.421 -1.526 0.067 0.083 -0.027 0.13
H 5.447 4.273 -5.147 -0.018 -0.052 0.059 0.08
H 2.173 0.177 9.748 0.007 0.034 -0.074 0.09
H 0.505 -0.349 9.982 -0.044 0.018 -0.069 0.09
H -3.214 -6.440 -5.073 -0.052 0.029 0.057 0.08
H -0.022 4.255 7.883 -0.040 -0.029 -0.076 0.04
H 4.391 3.990 -6.533 -0.048 -0.061 0.015 0.08
H 4.657 0.230 1.502 -0.021 -0.186 -0.351 0.15
H -3.410 -2.351 -7.444 0.006 -0.063 0.039 0.06
H -4.130 -6.655 -6.558 -0.063 0.025 0.010 0.04
H 1.067 1.153 10.718 -0.024 0.058 -0.041 0.08
H -3.314 -2.454 -9.200 -0.010 -0.106 -0.034 0.08
H -1.059 2.686 5.752 -0.048 -0.002 0.144 0.02
H 1.538 3.380 -0.716 -0.173 -0.080 0.037 -0.11
H -4.350 0.019 2.634 -0.018 0.166 -0.049 0.07
H -4.686 -1.267 1.517 0.030 -0.075 -0.223 0.09
H 4.020 5.282 -5.389 -0.057 -0.023 0.050 0.08
H -2.629 1.925 5.609 -0.188 0.129 0.013 0.09
H -0.889 -1.913 -3.763 0.002 0.027 -0.068 0.07
H -2.513 -2.503 -3.429 -0.058 0.019 -0.065 0.09
H 2.396 -1.853 -3.276 -0.069 -0.163 -0.002 0.12
H 0.767 5.791 7.518 -0.029 0.029 -0.075 0.09
H 3.919 1.804 -2.122 -0.031 0.075 -0.128 0.06
H -1.969 -0.982 -2.730 -0.033 0.067 -0.042 0.08
H -3.910 0.246 0.948 -0.042 -0.100 -0.191 0.04
H -3.606 -8.062 -5.639 -0.074 -0.035 0.060 0.08
H -2.400 -1.139 3.137 -0.177 0.098 0.097 0.12
H -0.572 5.742 8.670 -0.064 0.028 -0.041 0.08
H -2.230 3.440 4.703 -0.290 -0.043 -0.094 0.00
H 4.132 0.136 -2.747 -0.124 0.204 -0.301 0.11
H 5.009 -0.481 -0.435 -0.082 -0.068 0.033 0.13
H -1.841 -2.334 -8.238 0.037 -0.075 0.020 0.08
```
Positions in Å, forces in eV/Å.

Summary:
structure (SMILES) = C/C(I)=C(\I)c1nc2c(S)c(CCOC=O)c(O)c(N=C=O)c2nc1[C@@H](C)F.CC#N.CC#N.CC#N.CC#N.CC#N.CC#N
F_max = 1.095 eV/A
relative energy (zero: lowest compared OMol25 entry of this formula, charge and spin) = 0.0 kJ/mol
total energy = -81944.3764 eV
total charge = 0
E_HOMO = -8.76 eV
LUMO = -0.5 eV

Record 2
Here is a 8-piece molecular cluster, H16O8 overall from the Open Molecules 2025 dataset. Energies are from wB97M-V/def2-TZVPD.

The geometry in XYZ format:
```
24
Properties=species:S:1:pos:R:3:forces:R:3:nbo_charge:R:1
O 0.388 4.364 2.288 -0.215 -0.075 -0.113 -0.93
O -3.722 2.005 -2.571 0.232 -0.040 0.200 -0.93
O 0.815 0.082 -0.177 -0.067 0.073 -0.283 -0.91
O 0.015 0.249 3.578 -0.175 -0.019 0.062 -0.94
O 3.727 0.747 0.782 0.184 0.129 -0.130 -0.93
O 1.375 -2.280 -3.079 -0.100 0.035 0.145 -0.91
O -0.002 -4.201 -1.056 0.005 0.122 -0.098 -0.93
O -2.185 -0.794 0.503 0.145 0.152 -0.178 -0.92
H 0.102 0.666 0.106 0.053 -0.189 0.195 0.47
H 0.812 -4.618 -0.753 -0.041 0.011 0.036 0.48
H 0.387 -0.534 -0.781 0.092 0.218 0.149 0.44
H 4.394 0.620 0.098 -0.054 -0.012 0.095 0.46
H 0.206 -0.696 3.610 0.055 0.098 -0.101 0.47
H -2.801 1.869 -2.820 -0.098 0.035 -0.108 0.47
H -1.837 -1.293 -0.244 -0.201 -0.109 0.130 0.46
H -3.671 2.478 -1.733 -0.114 0.029 -0.097 0.47
H 0.336 3.543 1.785 0.114 0.040 0.133 0.46
H -0.884 0.317 3.918 0.086 -0.012 -0.028 0.47
H 1.086 -3.182 -3.257 -0.014 -0.031 -0.044 0.48
H 0.236 -3.273 -1.165 0.030 -0.338 0.269 0.45
H 0.818 -1.995 -2.347 0.202 0.126 -0.362 0.44
H -2.261 0.107 0.169 -0.193 -0.089 0.052 0.46
H -0.462 4.416 2.740 0.120 0.033 0.019 0.47
H 3.127 1.401 0.406 -0.045 -0.187 0.057 0.47
```
Positions in Å, forces in eV/Å.

Summary:
structure (SMILES) = O.O.O.O.O.O.O.O
F_max = 0.434 eV/A
relative energy (zero: lowest compared OMol25 entry of this formula, charge and spin) = 324.4 kJ/mol
total energy = -16638.6479 eV
total charge = 0
E_HOMO = -11.12 eV
LUMO = -0.6 eV

Record 3
Here is an isolated ion of composition C5H6NO3 and charge -1 from the Open Molecules 2025 dataset. Energies are from wB97M-V/def2-TZVPD.

The geometry in XYZ format:
```
15
Properties=species:S:1:pos:R:3:forces:R:3:nbo_charge:R:1
O 0.080 -0.166 1.920 -0.419 0.276 -0.132 -0.75
O 0.960 -0.394 -1.417 0.669 -0.592 1.382 -0.37
O 0.061 1.260 -2.534 -0.698 0.517 -0.626 -0.71
N 1.146 -0.600 -0.021 1.737 -2.478 -0.430 -0.17
C 1.431 -1.980 0.391 -0.351 0.835 2.656 -0.45
C 0.177 0.048 0.693 -0.503 0.499 1.143 0.58
C 0.105 0.691 -1.457 0.022 0.384 -1.113 0.70
C -1.667 1.701 0.158 -2.474 -0.148 -0.843 -0.62
C -0.463 0.890 -0.207 -0.841 1.401 0.421 -0.42
H 1.007 -2.039 1.527 0.480 -0.122 -2.956 0.25
H 1.154 -2.749 -0.310 -0.955 -0.164 -0.255 0.19
H -2.082 2.666 -0.294 2.019 -0.517 0.532 0.20
H -1.850 1.684 1.234 0.406 0.317 0.042 0.22
H -2.540 1.133 -0.219 -0.002 -0.428 0.238 0.19
H 2.480 -2.144 0.536 0.909 0.220 -0.060 0.17
```
Positions in Å, forces in eV/Å.

Summary:
structure (SMILES) = Cc1c([O-])n(C)oc1=O
F_max = 3.056 eV/A
relative energy (zero: lowest compared OMol25 entry of this formula, charge and spin) = 121.4 kJ/mol
total energy = -12914.5099 eV
total charge = -1
E_HOMO = -3.40 eV
LUMO = 4.0 eV

LUMO of number 2 (H16O8)? -0.6 eV

What did the third record say?
Here is an isolated ion of composition C5H6NO3 and charge -1 from the Open Molecules 2025 dataset. Energies are from wB97M-V/def2-TZVPD.

The geometry in XYZ format:
```
15
Properties=species:S:1:pos:R:3:forces:R:3:nbo_charge:R:1
O 0.080 -0.166 1.920 -0.419 0.276 -0.132 -0.75
O 0.960 -0.394 -1.417 0.669 -0.592 1.382 -0.37
O 0.061 1.260 -2.534 -0.698 0.517 -0.626 -0.71
N 1.146 -0.600 -0.021 1.737 -2.478 -0.430 -0.17
C 1.431 -1.980 0.391 -0.351 0.835 2.656 -0.45
C 0.177 0.048 0.693 -0.503 0.499 1.143 0.58
C 0.105 0.691 -1.457 0.022 0.384 -1.113 0.70
C -1.667 1.701 0.158 -2.474 -0.148 -0.843 -0.62
C -0.463 0.890 -0.207 -0.841 1.401 0.421 -0.42
H 1.007 -2.039 1.527 0.480 -0.122 -2.956 0.25
H 1.154 -2.749 -0.310 -0.955 -0.164 -0.255 0.19
H -2.082 2.666 -0.294 2.019 -0.517 0.532 0.20
H -1.850 1.684 1.234 0.406 0.317 0.042 0.22
H -2.540 1.133 -0.219 -0.002 -0.428 0.238 0.19
H 2.480 -2.144 0.536 0.909 0.220 -0.060 0.17
```
Positions in Å, forces in eV/Å.

Summary:
structure (SMILES) = Cc1c([O-])n(C)oc1=O
F_max = 3.056 eV/A
relative energy (zero: lowest compared OMol25 entry of this formula, charge and spin) = 121.4 kJ/mol
total energy = -12914.5099 eV
total charge = -1
E_HOMO = -3.40 eV
LUMO = 4.0 eV

E_HOMO of number 3 (C5H6NO3)? -3.40 eV